# C30H26BrO2S

A cluster of 2 separate species, C30H26BrO2S in total in a non-equilibrium geometry (ωB97M-V/def2-TZVPD, the OMol25 dataset).

The geometry in XYZ format:
```
60
Properties=species:S:1:pos:R:3
C 1.63 -3.28 -2.73
S 1.15 -1.66 -2.01
C -0.10 -1.31 -3.30
C 0.08 -2.05 -0.75
C 0.62 -2.19 0.56
C -0.21 -2.89 1.61
C -1.18 -3.84 1.28
C -1.90 -4.48 2.29
C -1.62 -4.20 3.64
Br -2.64 -4.99 5.02
C -0.59 -3.30 3.97
C 0.10 -2.64 2.96
O 1.75 -1.74 0.86
H 2.26 -3.07 -3.61
H 2.21 -3.83 -1.98
H 0.73 -3.82 -3.02
H 0.46 -0.84 -4.12
H -0.57 -2.24 -3.62
H -0.83 -0.61 -2.89
H -0.94 -2.33 -1.02
H -1.35 -4.08 0.23
H -2.69 -5.18 2.05
H -0.35 -3.12 5.01
H 0.87 -1.92 3.21
C -3.20 4.36 -4.17
O -1.95 3.64 -4.30
C -1.48 2.96 -3.22
C -0.23 2.33 -3.38
C 0.33 1.64 -2.33
C -0.29 1.60 -1.06
C 0.43 1.15 0.10
C -0.17 0.80 1.37
C 0.85 0.89 2.38
C 0.54 0.78 3.72
C -0.79 0.60 4.09
C -1.78 0.43 3.11
C -1.47 0.46 1.74
C 2.10 1.23 1.72
C 1.85 1.37 0.31
C 2.87 1.83 -0.52
C 4.11 2.15 0.06
C 4.33 2.02 1.44
C 3.32 1.54 2.29
C -1.58 2.18 -0.93
C -2.17 2.87 -1.98
H -3.37 4.76 -5.17
H -4.02 3.69 -3.88
H -3.08 5.18 -3.45
H 0.27 2.40 -4.35
H 1.28 1.13 -2.48
H 1.35 0.84 4.45
H -1.06 0.59 5.14
H -2.81 0.27 3.42
H -2.22 0.23 0.99
H 2.73 1.94 -1.58
H 4.90 2.52 -0.59
H 5.29 2.33 1.87
H 3.47 1.40 3.36
H -2.07 2.17 0.04
H -3.15 3.34 -1.87
```

## Properties
orbital gap = 0.186 Ha
relative energy (zero: lowest compared OMol25 entry of this formula, charge and spin) = 0.0 kcal per mole
charge = +1
maximum force = 1.62 eV Å⁻¹
E_LUMO = -5.335 eV

---

# C48H43As2ClN3O11PRe

A structure of composition C48H43As2ClN3O11PRe (ωB97M-V/def2-TZVPD, the OMol25 dataset).

The geometry in XYZ format:
```
110
Properties=species:S:1:pos:R:3
Re -0.87 1.90 0.56
Cl -2.65 1.91 2.18
C -4.07 2.41 1.23
C -5.10 3.02 1.92
C -6.20 3.44 1.18
C -6.23 3.27 -0.19
C -5.18 2.64 -0.85
C -4.08 2.18 -0.14
P -2.72 1.22 -0.92
C -3.29 -0.50 -0.79
C -3.05 -1.39 -1.84
C -3.62 -2.66 -1.81
C -4.41 -3.05 -0.74
C -4.60 -2.18 0.33
C -4.04 -0.91 0.31
C -2.71 1.74 -2.64
C -1.80 2.71 -3.04
C -1.83 3.20 -4.34
C -2.77 2.72 -5.23
C -3.70 1.77 -4.83
C -3.68 1.28 -3.54
H -5.04 3.16 2.99
H -7.02 3.93 1.69
H -7.07 3.63 -0.76
H -5.21 2.51 -1.92
H -2.43 -1.10 -2.67
H -3.45 -3.34 -2.64
H -4.87 -4.03 -0.73
H -5.19 -2.49 1.18
H -4.23 -0.25 1.14
H -1.07 3.08 -2.34
H -1.11 3.95 -4.64
H -2.80 3.11 -6.24
H -4.44 1.41 -5.53
H -4.42 0.55 -3.24
O -0.81 6.08 -0.34
C -0.99 4.96 -0.10
N -1.18 3.79 0.14
C 2.39 1.82 -5.32
O 2.76 1.20 -4.06
C 2.07 1.55 -3.02
O 1.18 2.39 -3.01
C 2.48 1.00 -1.69
C 3.28 -0.02 -1.41
As 4.05 -0.62 0.33
C 5.57 0.63 0.27
C 3.01 0.53 1.56
C 2.28 1.61 1.29
As 1.51 2.10 -0.43
C 2.18 3.90 -0.60
C 1.59 2.45 2.31
O 0.35 2.56 2.26
O 2.19 3.25 3.13
C 3.63 3.37 3.19
C 3.32 0.13 2.98
O 4.35 -0.42 3.25
O 2.37 0.50 3.83
C 2.58 0.30 5.25
C 3.92 -0.93 -2.43
O 5.09 -1.21 -2.32
O 3.08 -1.41 -3.32
C 3.61 -2.32 -4.32
H 1.43 1.43 -5.64
H 3.17 1.55 -6.02
H 2.34 2.90 -5.20
H 6.28 0.24 -0.45
H 6.02 0.64 1.26
H 5.25 1.63 -0.01
H 3.27 3.86 -0.70
H 1.92 4.47 0.30
H 1.75 4.38 -1.47
H 3.81 4.36 3.60
H 4.07 3.29 2.20
H 4.05 2.62 3.86
H 2.38 1.26 5.73
H 3.60 -0.03 5.43
H 1.87 -0.44 5.59
H 3.36 -1.90 -5.29
H 3.11 -3.27 -4.19
H 4.68 -2.43 -4.21
O -0.26 -0.29 -1.47
C -0.17 -0.81 -0.36
N 0.22 -2.06 -0.06
C 0.05 -2.36 1.36
C -0.39 -0.98 1.89
O -0.62 -0.66 3.03
N -0.44 -0.12 0.81
C 1.36 -2.85 1.99
C 1.55 -2.81 3.36
C 2.69 -3.37 3.93
C 3.65 -3.97 3.12
C 3.46 -4.02 1.75
C 2.32 -3.46 1.19
C -1.00 -3.46 1.60
C -1.06 -4.54 0.72
C -1.89 -5.62 1.00
C -2.66 -5.63 2.15
C -2.60 -4.55 3.02
C -1.77 -3.47 2.75
H 0.25 -2.75 -0.78
H 0.79 -2.37 3.99
H 2.82 -3.34 5.00
H 4.54 -4.40 3.57
H 4.20 -4.49 1.12
H 2.19 -3.52 0.12
H -0.44 -4.58 -0.17
H -1.92 -6.45 0.31
H -3.29 -6.47 2.37
H -3.19 -4.56 3.93
H -1.72 -2.64 3.45
```

## Properties
orbital gap (alpha / beta) = 0.255 / 0.212 Ha
charge = +2
maximum force = 0.93 eV Å⁻¹
spin multiplicity = 4
E_LUMO (alpha / beta) = -6.067 / -7.247 eV

---

# C13H15IN2O2Re

A structure of composition C13H15IN2O2Re in a non-equilibrium geometry (ωB97M-V/def2-TZVPD, the OMol25 dataset).

The geometry in XYZ format:
```
34
Properties=species:S:1:pos:R:3
C 3.00 3.58 0.82
C 4.15 2.65 0.44
H 2.64 4.18 -0.02
H 3.22 4.26 1.65
H 2.15 2.97 1.16
H 3.78 1.88 -0.24
H 4.97 3.19 -0.04
H 4.53 2.17 1.34
C -2.65 1.10 -0.88
C -3.89 1.01 -1.48
C -4.20 -0.06 -2.32
C -3.21 -1.01 -2.53
H -2.36 1.92 -0.23
H -4.61 1.81 -1.29
H -5.18 -0.15 -2.79
H -3.34 -1.85 -3.22
N -1.67 0.15 -1.06
C -1.99 -0.93 -1.86
C -0.96 -1.92 -1.90
N 0.12 -1.59 -1.14
C 1.21 -2.40 -1.06
C 0.10 -3.97 -2.52
C 1.21 -3.63 -1.72
H 2.04 -1.99 -0.49
H 2.08 -4.28 -1.64
C -0.97 -3.10 -2.65
H -1.82 -3.24 -3.33
H 0.09 -4.92 -3.06
Re 0.09 0.17 0.03
I -0.23 2.56 1.14
O 0.03 0.48 3.61
C -0.26 -0.53 2.97
O -0.16 -0.68 1.68
H -0.67 -1.47 3.43
```

## Properties
orbital gap (alpha / beta) = 0.249 / 0.231 Ha
charge = +2
maximum force = 5.40 eV Å⁻¹
spin multiplicity = 4
E_LUMO (alpha / beta) = -9.219 / -9.801 eV

---

# C7H11F

A cluster of 2 separate species, C7H11F in total in a non-equilibrium geometry (ωB97M-V/def2-TZVPD, the OMol25 dataset).

The geometry in XYZ format:
```
19
Properties=species:S:1:pos:R:3
C 0.86 -2.70 -1.21
C -0.34 0.93 -1.17
C 0.03 0.53 0.01
C 1.24 -1.60 -0.58
C -1.20 2.26 -1.23
C -0.06 -0.58 2.07
C 0.07 0.81 1.43
F 2.55 -1.32 -0.31
H 1.57 -3.52 -1.61
H -0.19 -2.79 -1.30
H -0.34 0.52 -2.16
H -2.05 2.27 -0.58
H -1.65 2.50 -2.26
H -0.53 3.07 -0.98
H 0.48 -1.40 1.52
H -1.01 -0.95 1.96
H 0.33 -0.56 3.17
H 1.02 1.16 1.61
H -0.77 1.38 1.63
```

## Properties
orbital gap (alpha / beta) = 0.288 / 0.282 Ha
maximum force = 4.09 eV Å⁻¹
spin multiplicity = 3
E_LUMO (alpha / beta) = 1.050 / -1.578 eV

---

# C49H37F15GeSSb2Se4SiZr

A structure of composition C49H37F15GeSSb2Se4SiZr (ωB97M-V/def2-TZVPD, the OMol25 dataset).

The geometry in XYZ format:
```
111
Properties=species:S:1:pos:R:3
Zr -1.20 -0.38 0.44
Se -2.26 1.82 1.49
Se -4.09 1.34 0.08
Se -2.67 0.72 -1.70
Se -2.31 -1.56 -1.58
C 3.27 3.46 0.35
C 4.64 2.76 0.39
C 4.85 1.62 -0.60
Sb 3.84 -0.18 0.02
C 4.91 -1.54 -1.25
C 4.40 -1.66 -2.55
C 4.96 -2.55 -3.46
C 6.03 -3.34 -3.07
C 6.55 -3.23 -1.79
C 5.99 -2.34 -0.88
C 4.95 -0.39 1.84
C 6.34 -0.31 1.92
C 6.98 -0.39 3.15
C 6.24 -0.52 4.31
C 4.86 -0.57 4.25
C 4.21 -0.51 3.02
Sb 1.40 2.52 0.95
C 0.52 2.57 -1.01
C 0.93 1.59 -1.91
C 0.47 1.58 -3.22
C -0.41 2.56 -3.65
C -0.84 3.54 -2.75
C -0.38 3.54 -1.44
C 0.58 4.34 1.72
C 0.76 5.56 1.08
C 0.22 6.72 1.61
C -0.49 6.67 2.81
C -0.66 5.46 3.46
C -0.13 4.30 2.92
H 3.10 3.86 -0.65
H 3.32 4.32 1.02
H 4.86 2.42 1.41
H 5.38 3.54 0.18
H 5.92 1.40 -0.70
H 4.48 1.88 -1.59
H 3.56 -1.04 -2.86
H 4.56 -2.62 -4.46
H 6.47 -4.04 -3.78
H 7.38 -3.85 -1.49
H 6.40 -2.27 0.12
H 6.93 -0.18 1.02
H 8.06 -0.35 3.19
H 6.74 -0.58 5.27
H 4.27 -0.66 5.16
H 3.13 -0.55 2.98
H 1.64 0.83 -1.60
H 0.79 0.80 -3.91
H -0.77 2.57 -4.67
H -1.53 4.30 -3.08
H -0.74 4.29 -0.75
H 1.31 5.61 0.14
H 0.36 7.67 1.10
H -0.90 7.58 3.23
H -1.21 5.42 4.39
H -0.27 3.35 3.44
C -4.12 -0.65 4.18
Si -2.46 -1.24 3.57
C -2.10 -2.94 4.27
C -1.13 -0.06 4.23
C -2.57 -1.44 1.70
H -4.11 -0.50 5.27
H -4.91 -1.36 3.95
H -4.37 0.31 3.72
H -2.07 -2.93 5.37
H -1.12 -3.28 3.93
H -2.85 -3.66 3.95
H -0.52 -0.57 4.98
H -1.61 0.79 4.72
H -0.46 0.33 3.47
H -3.59 -1.19 1.37
H -2.43 -2.50 1.47
F 3.95 -4.68 -0.24
C 4.05 -4.36 1.05
C 2.94 -3.90 1.76
C 3.13 -3.64 3.10
F 2.11 -3.19 3.85
C 4.34 -3.84 3.74
F 4.47 -3.62 5.05
C 5.43 -4.28 3.00
F 6.60 -4.46 3.59
C 5.28 -4.55 1.65
F 6.32 -5.00 0.96
Ge 1.20 -3.57 0.92
S 0.64 -1.55 1.53
C -0.14 -4.85 1.57
C -1.38 -4.90 0.93
F -1.59 -4.17 -0.17
C -2.41 -5.70 1.39
F -3.59 -5.73 0.76
C -2.22 -6.47 2.52
F -3.20 -7.23 2.98
C -1.00 -6.45 3.18
F -0.83 -7.20 4.26
C 0.02 -5.64 2.69
F 1.18 -5.66 3.36
C 1.29 -3.82 -1.02
C 1.23 -2.80 -1.96
F 1.16 -1.51 -1.58
C 1.27 -3.04 -3.32
F 1.24 -2.03 -4.19
C 1.37 -4.34 -3.77
F 1.43 -4.59 -5.08
C 1.43 -5.39 -2.87
F 1.53 -6.64 -3.31
C 1.39 -5.11 -1.52
F 1.46 -6.14 -0.66
```

## Properties
orbital gap = 0.261 Ha
relative energy (zero: lowest compared OMol25 entry of this formula, charge and spin) = 17.9 kcal per mole
maximum force = 0.72 eV Å⁻¹
E_LUMO = -0.903 eV

---

# C56H43Cl3N6O3P2SSn

A structure of composition C56H43Cl3N6O3P2SSn in a non-equilibrium geometry (ωB97M-V/def2-TZVPD, the OMol25 dataset).

The geometry in XYZ format:
```
115
Properties=species:S:1:pos:R:3
Sn -0.21 0.01 -0.93
N 1.52 -7.51 1.00
C 0.91 -6.31 1.01
C -0.41 -6.19 1.47
C -1.04 -4.97 1.50
C -0.36 -3.84 1.08
C 0.94 -3.93 0.60
C 1.58 -5.15 0.57
S -1.18 -2.29 1.16
O -0.20 -1.29 1.62
O -2.38 -2.35 1.92
N -1.40 -1.76 -0.37
C -1.84 -2.52 -1.38
N -1.67 -1.95 -2.59
C -2.06 -2.66 -3.63
C -2.62 -3.93 -3.50
C -2.74 -4.41 -2.20
N -2.35 -3.72 -1.15
H 1.02 -8.33 1.29
H 2.46 -7.62 0.66
H -0.93 -7.08 1.81
H -2.05 -4.85 1.85
H 1.45 -3.03 0.26
H 2.59 -5.23 0.21
H -1.91 -2.21 -4.60
H -2.92 -4.51 -4.35
H -3.15 -5.39 -2.00
O 0.87 2.09 2.71
C 1.23 0.99 3.44
C 0.78 0.76 4.73
C 1.03 -0.34 5.59
C 1.96 -1.32 5.51
C 3.05 -1.40 4.49
C 1.86 0.01 2.69
P 2.03 -0.19 0.90
C 3.27 -1.04 1.91
C 4.66 -0.95 1.79
C 5.54 -0.58 2.76
C 5.19 -0.09 4.06
C 4.09 -0.35 4.77
C 2.42 -1.31 3.10
C 3.13 1.04 0.10
C 3.81 0.53 -1.00
C 4.73 1.31 -1.68
C 4.94 2.62 -1.28
C 4.25 3.13 -0.20
C 3.34 2.35 0.50
C -0.19 2.86 3.18
C -0.06 3.70 4.28
C -1.16 4.42 4.71
C -2.37 4.32 4.05
C -2.48 3.53 2.92
C -1.39 2.78 2.49
P -1.49 1.79 0.95
C -3.03 0.88 1.16
C -3.48 0.48 2.42
C -4.59 -0.34 2.53
C -5.24 -0.78 1.39
C -4.79 -0.42 0.14
C -3.68 0.40 0.02
C -1.85 3.22 -0.16
C -0.72 3.92 -0.58
C -0.84 5.03 -1.40
C -2.10 5.44 -1.80
C -3.22 4.75 -1.38
C -3.11 3.65 -0.56
H 0.07 1.48 5.12
H 0.36 -0.39 6.44
H 1.96 -2.08 6.27
H 3.55 -2.38 4.57
H 5.05 -1.07 0.78
H 6.58 -0.50 2.48
H 5.93 0.58 4.49
H 3.97 0.16 5.72
H 1.70 -2.13 2.96
H 3.63 -0.50 -1.31
H 5.28 0.88 -2.51
H 5.65 3.24 -1.82
H 4.43 4.15 0.12
H 2.82 2.74 1.36
H 0.88 3.77 4.79
H -1.07 5.06 5.58
H -3.23 4.87 4.40
H -3.42 3.47 2.39
H -2.96 0.81 3.31
H -4.93 -0.65 3.50
H -6.10 -1.43 1.48
H -5.29 -0.78 -0.75
H -3.30 0.69 -0.96
H 0.26 3.57 -0.26
H 0.04 5.56 -1.72
H -2.20 6.31 -2.44
H -4.20 5.08 -1.70
H -3.99 3.12 -0.23
Cl 4.25 -1.72 -5.07
C 2.80 -0.69 -5.24
Cl 1.72 -1.30 -6.52
Cl 3.28 1.00 -5.56
C 2.09 -0.73 -3.99
N 1.55 -0.76 -2.98
C -1.10 1.74 -3.06
C -1.34 1.28 -4.36
C -0.37 1.44 -5.38
C -0.67 1.18 -6.69
C -1.96 0.73 -7.03
C -2.92 0.52 -6.03
C -2.62 0.78 -4.72
C -2.28 0.51 -8.39
N -2.55 0.35 -9.49
H -1.95 1.91 -2.41
H -0.22 2.34 -2.88
H 0.60 1.82 -5.10
H 0.05 1.36 -7.47
H -3.91 0.17 -6.32
H -3.37 0.65 -3.96
```

## Properties
orbital gap (alpha / beta) = 0.211 / 0.158 Ha
relative energy (zero: lowest compared OMol25 entry of this formula, charge and spin) = 35.7 kcal per mole
charge = +2
maximum force = 2.03 eV Å⁻¹
E_LUMO (alpha / beta) = -6.495 / -7.277 eV

---

# C21H19N3O3S

The molecule C21H19N3O3S (ωB97M-V/def2-TZVPD, the OMol25 dataset).

The geometry in XYZ format:
```
47
Properties=species:S:1:pos:R:3
C -5.10 -1.61 0.12
O -4.25 -1.12 -0.88
C -2.90 -1.24 -0.69
C -2.31 -1.82 0.42
C -0.93 -1.85 0.52
C -0.12 -1.31 -0.47
N 1.26 -1.32 -0.26
C 2.24 -0.70 -0.98
O 2.09 -0.20 -2.07
C 3.56 -0.73 -0.28
C 4.09 -1.95 0.12
C 5.34 -2.03 0.71
C 6.08 -0.88 0.92
C 5.56 0.35 0.54
C 4.30 0.43 -0.05
S 3.77 2.06 -0.52
C 2.01 2.02 -0.28
C 1.43 1.47 0.86
C 0.06 1.49 0.99
C -0.69 2.08 -0.03
N -2.07 2.16 -0.05
C -2.98 1.64 0.83
C -4.41 1.94 0.42
O -2.69 1.02 1.83
N -0.13 2.64 -1.10
C 1.18 2.62 -1.22
C -0.71 -0.75 -1.60
C -2.09 -0.72 -1.70
H -5.01 -2.69 0.24
H -6.11 -1.37 -0.21
H -4.91 -1.12 1.08
H -2.90 -2.24 1.22
H -0.48 -2.29 1.40
H 1.54 -1.70 0.64
H 3.52 -2.85 -0.06
H 5.73 -2.99 1.00
H 7.05 -0.93 1.37
H 6.12 1.26 0.71
H 2.05 1.03 1.63
H -0.44 1.06 1.84
H -2.42 2.62 -0.88
H -5.08 1.69 1.24
H -4.52 3.00 0.17
H -4.66 1.34 -0.45
H 1.59 3.08 -2.11
H -0.10 -0.34 -2.38
H -2.56 -0.28 -2.56
```

## Properties
orbital gap = 0.312 Ha
SMILES = COc1ccc(NC(=O)c2ccccc2Sc2ccc(NC(C)=O)nc2)cc1
relative energy (zero: lowest compared OMol25 entry of this formula, charge and spin) = 32.7 kcal per mole
maximum force = 0.58 eV Å⁻¹
E_LUMO = 0.583 eV